1.
63
Properties=species:S:1:pos:R:3 method="wB97M-V/def2-TZVPD" e_tot_ha=-63040.11585 fmax_ev_per_a=1.41 homo_lumo_gap_ev=8.245 e_homo_ev=-8.48
C 3.2385 3.6877 -2.7070
C 3.9631 2.6995 -1.7652
B 4.1433 1.2738 -2.4093
O 5.2924 0.5250 -2.2714
B 2.8662 0.5791 -3.3185
O 2.5953 0.8772 -4.6646
B 1.3070 1.3575 -4.8640
O 0.2653 0.6945 -4.2140
B 0.5933 0.3385 -2.9000
P -0.5260 0.6197 -1.3277
N -1.8632 1.3596 -2.0845
O 0.3465 1.8752 -0.6267
O 1.8649 -0.1944 -2.6799
H 3.3563 4.7283 -2.3688
H 2.1535 3.4860 -2.7426
H 3.6185 3.6325 -3.7371
H 4.9440 3.1092 -1.4949
H 3.3879 2.6088 -0.8237
H 5.9792 0.8900 -1.6847
H 1.1170 2.3740 -5.4591
H -2.5072 1.7183 -1.3861
H -1.6499 2.1255 -2.7193
H 0.1012 2.7237 -1.0006
C -3.1181 -2.1361 1.0944
Br -1.4851 -2.6757 0.2539
Br -3.1909 -0.2361 1.4187
Br -4.6533 -2.7356 0.1163
H -3.1899 -2.6203 2.0580
C -8.5834 -1.1330 0.6525
Br -7.7274 -1.4904 2.3321
Br -7.4298 -0.1454 -0.5277
Br -9.2075 -2.7458 -0.1836
H -9.4465 -0.5141 0.8535
C -4.6382 -6.8389 -0.8561
Br -4.2020 -7.1785 0.9845
Br -6.2666 -5.8319 -1.0044
Br -3.1907 -5.9727 -1.7704
H -4.8028 -7.7942 -1.3336
C -3.4592 -4.4113 5.3926
Br -4.7908 -4.2544 6.7646
Br -4.2456 -4.3523 3.6400
Br -2.0906 -3.0768 5.5705
H -2.9896 -5.3787 5.5027
C 8.8980 2.8749 1.0108
Br 9.6469 1.8039 2.4083
Br 10.2464 3.7943 0.0045
Br 7.7624 1.8198 -0.1358
H 8.2698 3.6223 1.4750
C 6.6724 -2.3329 1.6573
Br 5.5653 -2.2582 3.2177
Br 5.8327 -1.3792 0.2179
Br 8.4343 -1.6596 2.0260
H 6.7729 -3.3659 1.3559
C -8.7045 3.5484 -1.2322
Br -9.9396 3.6779 0.2322
Br -9.5886 3.7690 -2.9212
Br -7.2438 4.7791 -1.0310
H -8.2895 2.5515 -1.2122
C 3.8279 1.5254 4.3577
Br 5.1723 1.3681 5.7212
Br 4.6104 1.7193 2.6198
Br 2.6116 0.0382 4.4019
H 3.2568 2.4194 4.5642

***

2.
15
Properties=species:S:1:pos:R:3 method="wB97M-V/def2-TZVPD" smiles="C[C@@]1(C(N)=O)CN1" e_tot_ha=-341.85012 fmax_ev_per_a=2.69 homo_lumo_gap_ev=9.855 e_above_lowest_kj_mol=403.1 e_homo_ev=-8.86
C 0.7277 1.5506 0.3512
C -0.0482 0.2447 0.3310
C -0.4702 -0.2748 -0.9986
N -1.7273 -0.7171 -1.2038
O 0.4404 -0.3643 -1.8247
C 0.7999 -1.0387 0.6294
N -0.1954 -0.4284 1.5617
H 1.6334 1.4748 0.9722
H 1.0346 1.8530 -0.6518
H 0.0937 2.3436 0.7689
H -2.3733 -0.7218 -0.4338
H -1.8547 -1.3677 -1.9634
H 0.3444 -1.9809 0.3376
H 1.4826 -0.7238 -0.2137
H 0.1123 0.1509 2.3377

***

3.
72
Properties=species:S:1:pos:R:3 method="wB97M-V/def2-TZVPD" e_tot_ha=-4185.87616 fmax_ev_per_a=3.01 charge=+3 homo_lumo_gap_ev=6.721 e_above_lowest_kj_mol=1358.6 e_homo_ev=-15.79
Ta -0.2511 -1.0342 -0.1199
C -3.9033 0.5225 -1.9975
C -2.4582 0.5677 -1.4906
N -2.1419 -0.3834 -0.4003
C -3.3048 -0.9548 0.3006
C -2.8700 -1.4444 1.6607
N -1.4550 -1.9190 1.6079
C -1.2521 -3.3916 1.7635
C -1.1280 -4.0218 0.3970
N -0.0684 -3.2842 -0.3542
C 1.3202 -3.7117 0.0035
C 2.3357 -2.8364 -0.7536
N 1.6306 -1.6335 -1.2128
C 1.9495 -0.9981 -2.2783
C 3.1754 -1.1954 -3.0832
C 0.8642 -0.0571 -2.6654
C 0.9475 1.0569 -3.3984
C -0.6045 3.2996 -4.4319
C -1.7446 0.5193 -4.0035
C -1.4685 0.2398 -2.5993
N -0.3328 -0.3983 -2.0764
H -4.1772 -0.4896 -2.2971
H -3.9897 1.1624 -2.8715
H -4.6059 0.8784 -1.2465
H -3.7443 -1.7620 -0.2917
H -4.0851 -0.2115 0.4461
H -3.5183 -2.2413 2.0220
H -2.9083 -0.6292 2.3796
H -0.9611 -1.4973 2.3906
H -2.0742 -3.8345 2.3244
H -0.3436 -3.5420 2.3452
H -2.0592 -3.9189 -0.1632
H -0.8900 -5.0844 0.4617
H -0.2013 -3.4906 -1.3452
H 1.4473 -4.7655 -0.2432
H 1.4405 -3.5913 1.0752
H 2.7391 -3.3673 -1.6157
H 3.1666 -2.5770 -0.0983
H 4.0172 -1.5273 -2.4797
H 3.4432 -0.2768 -3.6027
H 2.9819 -1.9523 -3.8509
H 1.6414 1.5732 -4.0413
H -0.4795 3.3366 -5.5003
H -1.3922 0.0350 -4.9046
F 4.9941 2.2670 5.6355
C 3.9565 1.8627 4.9477
C 4.0763 1.3996 3.7012
N 2.9300 0.9770 3.0196
C 2.8252 0.5151 1.6404
C 1.3478 0.0821 1.5232
O 0.6381 0.6502 0.5023
O 1.1102 -1.2398 1.4990
C 1.7326 1.0360 3.5778
O 0.7530 0.6327 2.8285
N 1.5712 1.4837 4.8107
C 2.6560 1.9506 5.6414
O 2.4463 2.3527 6.7359
H 5.0225 1.3270 3.1855
H 3.4827 -0.3335 1.4637
H 3.0408 1.3260 0.9455
H 0.6457 1.5201 5.2248
Cl -2.9749 2.0445 1.4697
C -2.3311 2.8084 0.0573
C -2.1791 2.0933 -1.1358
C -1.6518 2.8555 -2.1406
Cl -0.7844 1.8573 -3.4868
C -1.2749 4.1383 -2.0482
Cl -0.3125 4.7060 -3.5075
C -1.3979 4.8808 -0.8916
Cl -0.8862 6.4858 -0.8107
C -1.9632 4.1702 0.1891
Cl -2.1602 4.9820 1.6615

***

4.
19
Properties=species:S:1:pos:R:3 method="wB97M-V/def2-TZVPD" e_tot_ha=-466.04671 fmax_ev_per_a=2.75 charge=+1 homo_lumo_gap_ev=12.234 e_above_lowest_kj_mol=37.9 e_homo_ev=-15.59
Li 0.0839 0.1794 -0.0882
O 0.1919 2.0284 0.8328
H -0.7531 2.1524 0.9438
H 0.4259 2.5034 0.0128
O -0.0291 -2.0206 -0.3462
H 0.3479 -2.5606 0.3768
H 0.2629 -2.5136 -1.1172
O -1.7931 0.2714 -0.9842
H -2.3521 0.0424 -0.2212
H -2.4821 0.4064 -1.6632
O -1.0911 -0.2186 1.8978
H -1.7391 -0.9546 1.8068
H -0.3991 -0.5556 2.5288
O 1.7709 -0.3286 0.9808
H 2.2859 -0.8646 0.4358
H 2.3989 0.3784 1.1418
O 0.9829 0.3964 -1.9082
H 0.1689 0.6944 -2.4542
H 1.7189 0.9644 -2.1752

***

5.
12
Properties=species:S:1:pos:R:3 method="wB97M-V/def2-TZVPD" spin_multiplicity=6 e_tot_ha=-1364.00604 fmax_ev_per_a=3.36 homo_lumo_gap_ev="3.733 / 3.911" e_above_lowest_kj_mol=0.0 e_homo_ev="-5.15 / -5.45"
C 1.1556 -0.6234 -0.3057
O 0.7173 -1.7782 0.1007
Cr 0.1983 0.1574 -2.2767
Li 1.0818 -2.4803 1.7289
H 2.0872 0.7103 0.2970
C 0.9272 0.4455 0.6201
C -0.2681 1.3638 0.4116
C -1.3449 1.1701 -0.3828
O -1.5547 0.2717 -1.4247
Li -1.5140 -1.0496 -0.1177
H 0.7321 -0.0198 1.6105
H -2.2176 1.8326 -0.2613

***

6.
12
Properties=species:S:1:pos:R:3 method="wB97M-V/def2-TZVPD" smiles="CC(C=O)C=O" e_tot_ha=-306.43533 fmax_ev_per_a=5.03 homo_lumo_gap_ev=10.665 e_above_lowest_kj_mol=186.3 e_homo_ev=-10.10
C -0.0703 1.4239 -0.1327
C -0.0827 -0.0827 0.1803
C 1.3204 -0.8265 0.0142
O 2.4381 -0.4110 -0.2901
C -1.2520 -0.8427 -0.1420
O -2.3693 -0.5013 -0.2405
H 0.3815 1.9728 0.6717
H -1.0768 1.8504 -0.1442
H 0.5746 1.6326 -1.0231
H -0.1595 -0.2974 1.2881
H 1.3098 -1.9097 0.0626
H -1.0138 -2.0083 -0.2442